11 unconnected molecules or ions with the total composition C4H29NO11 in a non-equilibrium geometry. Source: the OMol25 dataset; level of theory: ωB97M-V/def2-TZVPD.

Geometry (Å):
O: 0.1741 0.4222 1.1639
O: -0.3555 -1.4589 -0.6299
O: 1.3271 0.3070 -3.6712
O: 1.0251 3.8663 2.1354
O: 1.8069 -3.5945 -0.4951
O: -2.9022 -2.0439 2.0792
O: 1.5179 1.1053 -1.1269
O: 2.2658 -1.3196 1.4434
O: 3.2156 -0.8583 -2.0457
O: -1.1479 -0.7040 -3.4312
O: -0.2318 -2.2788 2.1775
N: -1.3845 1.6964 0.0611
C: -1.0321 1.0721 1.3368
C: -1.8053 3.0908 0.2669
C: -1.7237 1.0713 2.4643
C: -2.5451 0.9349 -0.4509
H: -3.4669 1.2449 0.0503
H: 1.7979 2.0020 -1.2921
H: 1.7919 3.3564 1.8395
H: 2.7268 -0.7065 -2.8701
H: -2.1141 -2.5918 2.2480
H: 0.6776 1.0851 -0.6155
H: 0.5140 -1.9399 2.6814
H: -2.4878 -1.2354 1.7566
H: -2.6050 0.9973 -1.5387
H: -0.3462 -0.8579 -1.3894
H: 1.1140 0.6201 -2.7682
H: 2.3451 -3.6418 -1.2896
H: -2.4658 -0.1452 -0.3213
H: -0.9017 0.1508 -3.7878
H: 2.7981 -0.3388 -1.3448
H: 2.9576 -0.9997 2.0247
H: 2.1725 -0.7026 0.7094
H: 0.1583 -2.6081 1.3570
H: 2.2272 -3.0040 0.1350
H: -2.4795 3.5042 -0.4791
H: -2.5570 1.7534 2.5742
H: -0.6555 -1.3612 -3.9319
H: 0.0117 -0.5549 1.1074
H: -0.9368 3.7452 0.3513
H: -0.4812 -2.3086 -1.0558
H: 0.3902 3.1363 2.1332
H: 1.8971 0.9871 -4.0357
H: -1.6536 0.3212 3.2308
H: -2.3278 3.1654 1.2208

Summary:
Multiplicity = 1
E_LUMO = -0.07 eV
Energy relative to the best compared isomer or geometry (same formula, charge and spin) = 69.08 kcal per mole
Energy = -1052.1471 Ha
Kohn-Sham gap = 9.45 eV
Total charge = 0
Strongest force on any atom = 1.52 eV/Å